{"formula": "C22H50BIN2O7P", "method": "ωB97M-V with the def2-TZVPD basis set", "mol_weight_g_mol": 623.34, "lumo_energy_ev": -2.8, "total_charge": 1, "gap_ev": 8.6, "elements": ["C", "B", "O", "N", "C", "C", "P", "O", "I", "N", "C", "C", "C", "C", "C", "C", "C", "C", "C", "H", "H", "H", "H", "H", "H", "H", "H", "H", "H", "H", "H", "H", "H", "H", "H", "H", "H", "H", "H", "C", "C", "O", "H", "H", "H", "H", "H", "H", "C", "C", "O", "H", "H", "H", "H", "H", "H", "C", "C", "O", "H", "H", "H", "H", "H", "H", "C", "C", "O", "H", "H", "H", "H", "H", "H", "C", "C", "O", "H", "H", "H", "H", "H", "H"], "xyz": [[1.6095, 3.1722, 2.1148], [2.1589, 2.2553, 1.0030], [2.8958, 2.7641, -0.0193], [1.9361, 0.7127, 0.9442], [1.4700, 0.1168, 2.2337], [1.2289, -1.3895, 2.1228], [2.2600, -2.1930, 3.5245], [1.0950, -3.0779, 4.2616], [3.6282, -3.8410, 2.3786], [1.6381, -1.9053, 0.8069], [1.0060, -1.2149, -0.3341], [1.1359, 0.3084, -0.2635], [-0.1545, 1.0919, -0.4289], [-1.1570, 1.0483, 0.7060], [-1.4954, 2.2502, 1.3321], [-2.4277, 2.2889, 2.3656], [-3.0541, 1.1290, 2.7996], [-2.7351, -0.0779, 2.1811], [-1.7994, -0.1067, 1.1498], [1.2307, 4.0663, 1.6194], [0.7941, 2.7738, 2.7042], [2.4465, 3.5175, 2.7206], [3.6661, 2.2274, -0.2410], [2.8652, 0.3080, 0.8030], [2.2850, 0.2744, 2.9391], [0.5967, 0.6295, 2.6095], [0.1931, -1.6208, 2.3783], [0.9469, -2.6726, 5.1236], [1.2777, -2.8515, 0.7807], [1.5324, -1.5436, -1.2240], [-0.0269, -1.5008, -0.5018], [1.7532, 0.5761, -1.1155], [0.0445, 2.1351, -0.6637], [-0.6310, 0.6870, -1.3220], [-1.0501, 3.1833, 1.0147], [-2.6932, 3.2270, 2.8289], [-3.7924, 1.1635, 3.5823], [-3.2354, -0.9909, 2.4730], [-1.6114, -1.0623, 0.6847], [-6.4718, -3.5586, 3.7413], [-5.6373, -2.4510, 3.1289], [-4.2394, -2.6618, 3.3448], [-6.2826, -3.6312, 4.8125], [-7.5358, -3.3782, 3.5850], [-6.2172, -4.5234, 3.2966], [-5.8787, -1.4922, 3.5865], [-5.8251, -2.3759, 2.0541], [-4.0080, -3.5006, 2.9334], [-0.1212, 0.9962, -5.1276], [0.6783, -0.0021, -4.3146], [-0.1711, -0.7472, -3.4274], [-0.6546, 1.6866, -4.4718], [0.5273, 1.5710, -5.7887], [-0.8665, 0.4833, -5.7388], [1.4112, 0.5132, -3.6905], [1.2079, -0.6935, -4.9722], [-0.8183, -1.2170, -3.9619], [4.3731, 7.3289, 3.5719], [3.2177, 6.5525, 2.9691], [2.3029, 6.1183, 3.9776], [4.9033, 6.7149, 4.3001], [5.0775, 7.6483, 2.8029], [4.0090, 8.2155, 4.0946], [3.5803, 5.6575, 2.4633], [2.6815, 7.1646, 2.2364], [1.9716, 6.9088, 4.4142], [3.5127, -3.1349, -8.1306], [3.2765, -2.1078, -7.0406], [1.8818, -1.8850, -6.8166], [3.0464, -2.8136, -9.0617], [4.5788, -3.2825, -8.3051], [3.0724, -4.0967, -7.8575], [3.7002, -1.1458, -7.3231], [3.7476, -2.4289, -6.1052], [1.4918, -2.7261, -6.5588], [-2.4065, -2.9733, -1.6502], [-2.8097, -3.7660, -0.4186], [-3.8900, -3.1556, 0.2817], [-2.1275, -1.9547, -1.3721], [-1.5610, -3.4440, -2.1558], [-3.2362, -2.9007, -2.3567], [-1.9808, -3.8209, 0.2883], [-3.0863, -4.7880, -0.6951], [-4.6429, -3.1089, -0.3157]], "forces_ev_per_a": [[-0.35, -0.15, -0.61], [-0.13, 0.47, -0.25], [0.33, -0.29, 0.71], [0.33, 0.09, 0.53], [0.27, -0.38, 0.23], [0.46, -0.72, -0.21], [-0.01, 0.43, 0.14], [0.02, 0.08, -0.27], [-0.20, -0.07, 0.11], [-0.78, 0.74, 0.11], [0.15, -0.37, 0.12], [-0.02, -0.03, -0.74], [-0.67, -0.33, 0.24], [-0.07, 0.45, 0.36], [-0.25, -0.11, 0.24], [-0.06, -0.11, 0.00], [0.40, -0.18, -0.45], [0.06, 0.27, -0.11], [-0.16, -0.08, 0.08], [0.05, 0.22, 0.00], [0.13, -0.03, 0.33], [0.00, -0.01, 0.29], [-0.10, 0.04, -0.62], [-0.07, -0.23, -0.13], [0.05, 0.32, 0.09], [-0.17, 0.17, -0.20], [-0.14, 0.03, -0.01], [-0.07, -0.28, 0.23], [0.52, -0.26, -0.12], [0.06, -0.10, -0.14], [-0.26, 0.07, 0.16], [0.20, 0.31, 0.01], [0.24, 0.17, 0.01], [0.11, -0.11, -0.20], [0.07, 0.01, -0.13], [0.08, 0.17, -0.02], [-0.10, 0.00, 0.16], [0.04, -0.08, 0.04], [0.00, -0.06, -0.11], [0.06, -0.01, 0.06], [0.16, -0.24, -0.02], [-0.17, 0.05, 0.22], [-0.02, 0.04, 0.00], [-0.01, -0.01, -0.01], [-0.05, 0.01, -0.06], [0.06, 0.03, 0.00], [-0.07, 0.07, -0.02], [0.01, 0.03, -0.13], [-0.03, 0.05, 0.12], [-0.25, -0.11, -0.23], [0.17, 0.09, 0.32], [0.04, 0.03, 0.00], [-0.01, -0.02, -0.03], [0.06, -0.01, -0.07], [-0.04, -0.05, 0.10], [0.08, 0.12, 0.01], [-0.01, 0.01, -0.03], [0.03, -0.07, 0.00], [-0.09, 0.27, 0.26], [0.08, -0.16, -0.23], [0.02, -0.03, -0.03], [-0.01, 0.03, 0.00], [0.00, 0.04, -0.07], [-0.05, -0.04, 0.02], [0.09, -0.04, -0.10], [-0.05, -0.04, 0.09], [-0.09, 0.04, -0.03], [-0.08, -0.23, 0.00], [0.07, 0.06, 0.02], [0.04, 0.03, -0.01], [0.00, -0.02, 0.01], [0.07, -0.02, 0.03], [-0.06, 0.05, 0.03], [0.09, 0.05, -0.02], [-0.02, -0.04, -0.08], [0.01, 0.08, 0.10], [-0.20, 0.02, -0.20], [0.15, 0.01, 0.08], [0.01, -0.01, -0.04], [-0.02, 0.00, -0.01], [0.01, -0.07, -0.02], [-0.03, -0.02, 0.07], [0.13, -0.03, 0.00], [-0.03, 0.01, 0.00]]}